1.
# C26H43NO13S3

A cluster of 4 separate species, C26H43NO13S3 in total (ωB97M-V/def2-TZVPD, OMol25).

```
86
Properties=species:S:1:pos:R:3:forces:R:3
H -7.12823 4.16779 -0.61210 0.1 -0.3 -0.3
O 4.03148 -10.11163 2.94168 -0.5 -0.9 1.2
C 1.06005 -3.74631 0.60303 1.5 3.3 0.7
S 2.04819 6.55008 -1.83440 0.2 0.3 -0.2
C 4.44690 -7.75442 2.53412 0.0 0.2 0.3
C -0.58581 1.71012 0.21241 -1.0 1.5 3.5
H -0.08574 6.94351 -2.74955 0.2 -0.1 0.1
O -6.24748 3.75424 -4.73285 0.7 -0.4 0.9
H -0.93914 -3.72719 -3.08536 0.7 0.5 1.3
H 0.25182 -0.73424 -1.72862 -2.1 1.4 -0.7
C -1.76398 2.90900 5.01880 0.4 -0.9 -1.3
O 3.34265 7.48775 -2.14960 -1.4 -0.3 -0.2
H -0.74101 0.04884 -3.17452 0.2 0.2 2.7
C -7.21131 5.56226 -2.23461 0.0 0.2 -0.3
O 1.67950 -10.16157 3.80987 1.1 0.4 0.4
H -7.21428 6.42540 -1.56321 0.0 -0.1 0.0
H -1.00175 2.20216 -3.44631 0.5 1.1 2.5
C 3.30112 -2.76914 0.90760 3.6 3.8 1.7
C 5.29136 6.07908 -1.81304 -0.1 -0.4 0.0
H 2.95459 -12.04230 5.68446 0.0 0.2 -0.1
H -0.79483 2.70207 5.68278 -2.3 0.6 -1.4
C 1.08384 -0.92107 1.05774 1.6 0.0 0.9
O -0.38362 -0.84079 1.09421 1.2 2.4 0.3
H 4.55187 -11.89773 4.89555 -0.1 0.1 0.0
C -0.62473 0.03292 -1.99032 1.3 -0.9 1.0
H 6.25536 6.02390 -1.29975 -0.1 0.1 0.0
H -1.14887 0.08493 3.76035 0.2 1.7 -1.9
H -6.64806 5.83449 -3.13225 -0.1 0.0 0.1
H -2.08473 4.05117 5.05006 0.7 -2.6 0.0
H -5.78191 0.67979 -3.06051 0.0 0.2 -0.1
H -7.18780 1.16070 -4.07313 0.1 0.1 0.0
C -1.39724 2.48841 3.45368 1.2 -0.5 -4.3
H -1.46973 4.79155 2.59328 0.4 -2.8 -0.9
H 2.79476 -8.92855 1.76160 0.1 -0.1 0.1
C -0.68211 0.56921 1.38573 -0.9 3.4 1.1
H 4.73563 5.16402 -1.58731 0.1 0.1 0.0
C 2.26289 -4.90087 0.50457 -1.0 -3.8 -0.4
H 0.75447 8.46832 -2.33448 0.1 -0.2 0.0
H 1.50979 -0.19823 0.22614 -0.7 -1.7 1.6
H -1.61010 -5.13042 -1.52220 1.4 1.9 1.2
C -6.11327 1.26802 -3.91812 -0.1 0.0 0.2
H 1.21763 7.55186 -3.81055 0.0 0.0 0.2
H -8.23827 5.35114 -2.54918 0.1 0.0 0.1
H -5.54729 4.53005 -1.30160 -0.1 -0.2 -0.1
C -6.59849 4.35334 -1.55286 0.0 1.1 0.6
H 5.14173 8.19571 -1.52761 -0.4 0.0 -0.1
H -0.21740 3.62689 -2.35559 -1.3 -2.1 -0.1
C 3.85317 -9.05053 2.01506 -0.1 1.1 -0.7
S -5.74413 2.97967 -3.61956 -0.3 -0.1 0.2
C 0.86573 7.47838 -2.78054 0.1 0.1 0.0
S 3.05987 -10.17937 4.24767 0.3 -0.1 -0.4
H 4.37405 -9.33822 1.09527 -0.1 -0.3 0.3
C 1.69814 -2.42852 0.86833 -0.7 -4.2 -1.1
C -0.17442 1.47500 -1.35578 -0.5 0.8 -0.8
H 5.48277 -7.90333 2.85500 -0.1 0.0 -0.1
O 3.54740 -4.14110 0.36087 -3.0 0.9 2.2
O 2.15676 -6.23228 0.50267 1.0 9.3 -0.1
H 4.27731 7.26474 -0.30611 -0.1 0.0 -0.1
C -1.28592 3.65415 2.28442 0.7 -3.7 -1.0
H 1.46294 -0.52106 2.11676 -0.5 -0.9 -2.3
O 3.56030 -9.26387 5.24974 -0.7 -0.6 -0.8
O 1.71046 6.66876 -0.43109 0.5 -0.4 -1.0
C -1.08222 0.93899 2.95728 0.1 2.9 -2.1
H 3.88989 -7.38672 3.40110 0.1 0.0 -0.1
C -0.93103 -4.20577 -1.19546 0.8 2.0 -2.6
C -0.90435 3.27828 0.69968 -0.3 -2.4 3.4
H 4.42037 -6.97995 1.76256 0.0 -0.2 0.0
H -0.74374 -5.11085 0.88820 0.5 2.3 -1.0
O -6.73850 3.18333 -2.34521 0.6 -0.9 -1.0
H 3.14376 -12.52899 3.97255 0.0 0.2 0.1
O -4.37191 3.08302 -3.16818 -1.1 0.3 -0.5
C -0.54316 -4.03250 0.41656 0.7 -1.9 -0.5
H -0.85397 4.20249 -0.03396 0.0 -2.4 1.5
O 2.23503 5.26611 -2.47410 -0.2 0.8 0.8
H -1.57991 -0.38853 -1.45404 1.8 1.0 -1.2
H -2.65381 2.19409 5.33655 1.9 1.7 -0.4
H 0.99442 1.65705 -1.42992 -2.3 -0.7 0.1
H -1.25254 -3.29882 0.98882 1.7 -1.0 -1.4
C -0.86103 2.63747 -2.34350 -0.6 0.2 0.4
C 3.47308 -11.83334 4.74646 0.1 0.0 -0.2
H 5.46287 6.09461 -2.89402 0.0 0.1 0.2
C 4.51820 7.30826 -1.37356 1.1 -0.3 0.5
O 4.29930 -1.96648 1.34909 -6.9 -5.9 -3.3
H -1.94655 2.91384 -1.94354 2.3 -0.6 -0.9
N -0.51214 -3.35080 -2.18784 -2.1 -4.0 3.5
H -5.57491 0.95849 -4.81628 0.0 0.2 0.1
```
Positions in Å, forces in eV/Å.

The molar mass comes out at 673.83 g mol⁻¹. The SMILES is [H]/N=C/CC1=C(COc2cc(C)ccc2C(C)C)C(=O)OC1=O.CCOS(C)(=O)=O.CCOS(C)(=O)=O.CCOS(C)(=O)=O. For the LUMO energy, the calculation gives -1.39 eV.



2.
# C15H38N2O3P2

A cluster of 3 separate species, C15H38N2O3P2 in total (ωB97M-V/def2-TZVPD, OMol25).

```
60
Properties=species:S:1:pos:R:3:forces:R:3
H -1.03129 1.37732 1.39516 0.0 0.0 0.0
C 0.31759 -3.20804 4.22060 -0.1 -0.2 0.1
H 0.48849 3.42041 -7.93764 -0.5 -0.4 0.0
C -1.28843 -1.34792 4.04520 -0.3 0.1 0.1
H -2.52250 -2.42548 7.71291 0.0 0.0 -0.1
H 2.15336 3.02393 -4.39251 -0.5 -0.2 -1.3
C -0.56057 -0.07674 4.48140 0.1 0.2 -0.1
H 0.70071 0.77946 -4.47138 0.5 1.1 -1.9
C 1.65818 2.80129 -5.37745 1.1 -4.2 -1.0
H 0.79377 -0.90881 -2.24238 -0.1 0.0 0.1
H 1.92430 3.34847 -6.31346 -1.4 0.8 1.6
H 1.34922 0.26168 2.00220 0.0 0.0 -0.1
H -2.70933 -1.23301 6.43267 0.0 -0.1 0.0
O 2.19228 1.48444 -6.05830 -2.5 -0.4 2.7
N 0.67302 0.46194 -0.68793 0.1 0.0 -0.4
H -0.15999 0.65562 -7.36517 -0.6 0.5 0.9
O -3.53503 4.35474 -8.10576 1.6 0.1 -1.0
C 1.44317 1.39368 0.12526 -0.2 0.3 0.1
C 0.83939 1.37419 -5.46384 0.9 3.5 -1.9
H 2.19415 0.10357 -2.07944 0.0 0.1 0.1
H 0.43667 -0.01269 4.04573 0.0 0.0 0.2
H -1.00947 -0.76149 -0.77865 0.2 0.0 -0.1
H 3.06006 -1.24490 -0.23203 -0.1 0.0 0.1
C -1.05954 -2.63156 6.14592 -0.1 0.1 0.0
H 2.53682 -2.33209 -1.50422 0.0 0.0 0.0
C 2.18321 -1.60054 -0.77220 0.2 -0.2 -0.1
H 2.46715 -3.21950 4.39078 0.0 0.0 0.0
H 0.33899 -4.24308 4.58030 -0.1 0.1 0.1
O -2.07029 2.98139 -10.06365 -0.9 1.7 1.6
H 2.34564 1.71007 2.05938 0.0 0.0 0.0
H -1.80108 1.53673 -0.19560 0.1 0.0 0.0
H 1.53139 -2.12992 -0.07430 0.0 0.1 0.0
H 1.81362 -1.62723 4.05389 0.0 0.0 0.1
H -2.36214 -1.18932 4.19183 0.1 -0.1 0.1
P -0.68902 3.14863 -7.17346 0.3 0.7 0.7
H 2.23960 1.83266 -0.48437 -0.1 -0.2 -0.1
H -2.75719 3.49287 -10.53311 0.3 -0.3 -0.1
N -0.91974 -2.59728 4.69633 0.1 -0.3 -0.3
H -1.11449 0.80024 4.13471 0.0 0.0 0.0
C 2.05126 0.86860 1.42621 0.2 0.0 0.1
P -2.48626 3.04527 -8.39877 -1.4 -2.5 -0.2
H -0.47176 0.00675 5.56678 0.0 -0.1 0.0
C -2.45882 -2.27735 6.63236 0.0 0.1 0.0
H 2.95124 0.28043 1.24487 -0.1 -0.1 0.1
C 1.63680 -2.54418 4.61612 0.2 0.0 -0.1
H -0.84752 -3.64774 6.49225 0.2 0.0 -0.2
H 1.68487 -2.31676 5.68282 0.0 0.0 0.0
H -0.14968 -0.86828 0.75102 -0.1 -0.1 0.1
H 0.27880 -3.29318 3.12948 -0.1 0.1 0.0
H 0.79901 2.24406 0.37262 -0.1 -0.1 0.0
C -1.45872 0.82240 0.55667 0.0 0.0 0.1
C 1.46158 -0.46346 -1.49517 -0.1 0.0 -0.1
H -1.18254 -1.45941 2.96080 0.1 -0.2 0.1
C -0.44397 1.37787 -6.55312 1.9 -0.7 1.4
H -1.31880 1.02864 -5.92403 0.8 0.5 -1.2
H -3.78945 4.41006 -7.17022 0.3 -0.3 -0.3
C -0.46601 -0.16971 -0.03558 0.0 0.2 0.1
H -2.33444 0.28849 0.93370 0.1 0.0 0.0
H -3.21258 -2.91285 6.16198 0.1 0.1 0.0
H -0.33370 -1.97341 6.64183 0.0 0.0 0.1
```
Positions in Å, forces in eV/Å.

The molar mass comes out at 356.43 g mol⁻¹. The SMILES is OP(O)#[PH]C[C@@H]1CO1.CCN(CC)CC.CCN(CC)CC. For the LUMO energy, the calculation gives 0.58 eV.



3.
# C5H12N2O

An isolated molecule of C5H12N2O (ωB97M-V/def2-TZVPD, OMol25).

```
20
Properties=species:S:1:pos:R:3:forces:R:3
H -2.09487 0.12623 -0.69275 1.0 -0.4 -0.8
H -1.31089 2.34632 -0.38449 -2.5 -0.5 -1.2
C -0.69663 -1.04425 1.02171 -0.5 -2.1 2.1
H -0.05331 -1.00342 1.95195 -0.6 0.4 -1.0
H -1.08998 0.07471 -2.23092 0.1 -0.6 1.6
H 0.71041 -1.27846 -0.51610 -0.7 -0.4 -0.4
N -0.57122 2.52224 0.19577 3.3 1.4 -0.7
H 2.66104 -1.70198 0.11111 0.1 0.4 0.1
H 4.02535 -0.39513 -0.19483 -1.1 -0.4 0.6
H -1.74353 -0.61234 1.22475 1.7 -0.6 -0.2
O 2.12677 0.37831 -0.02229 -0.6 0.3 -0.1
C -0.06986 -0.54636 -0.24325 -1.1 -0.6 -1.8
C 0.78779 0.62600 -0.24898 4.1 0.1 0.9
H -0.58337 2.05633 1.04839 -0.8 -0.9 1.8
N 0.56447 1.97657 -0.51822 0.2 -0.2 0.4
H -0.76588 -2.18069 0.83084 -0.5 1.6 0.5
C 3.04952 -0.68586 0.28230 -1.2 1.3 -1.2
H 1.42496 2.52647 -0.34073 -0.9 -0.5 -0.2
H -1.85225 -1.32952 -1.54480 0.6 -1.0 0.4
C -1.28420 -0.46675 -1.23341 -0.5 2.6 -1.1
```
Positions in Å, forces in eV/Å.

The molar mass comes out at 116.16 g mol⁻¹. The calculation puts the energy relative to the best compared isomer or geometry (same formula, charge and spin) at 657.6 kJ/mol. For the LUMO energy (spin up / spin down), the calculation gives 0.68 / 0.52 eV.